[1]
The following is a DFT calculation (ωB97M-V/def2-TZVPD) of a structure of composition C24H52AlI2N2O4PS.

Summary:
**Maximum force**: 0.867 eV Å⁻¹
**E_tot**: -2933.38077 Ha

Structure (XYZ):
```
87
Properties=species:S:1:pos:R:3:forces:R:3
C 4.074293 -5.748216 -2.874100 0.02 -0.02 0.06
C 5.261652 -6.026695 -3.789016 -0.15 0.07 -0.09
O 6.259416 -5.023920 -3.715550 0.11 -0.11 0.07
C 5.918477 -3.797745 -4.334278 0.05 0.03 -0.04
C 6.034336 -2.675567 -3.308216 -0.03 -0.08 0.01
O 5.546902 -1.448351 -3.801540 0.13 0.21 -0.09
C 4.133836 -1.342791 -3.868626 0.08 -0.06 0.04
C 3.496803 -1.087275 -2.509239 0.05 0.15 -0.03
O 2.154790 -1.462461 -2.625201 -0.16 -0.10 -0.14
C 1.386073 -1.300960 -1.430840 0.01 0.25 0.35
Al -0.519649 -1.758480 -1.780486 0.07 -0.36 -0.29
C -1.149635 -3.585130 -1.291339 -0.07 -0.07 0.03
C -0.200641 -4.754536 -1.517036 0.19 0.16 -0.07
O 1.045229 -4.437349 -0.858744 0.02 -0.31 0.11
C 0.074451 -5.054730 -2.999497 -0.24 0.04 -0.07
N 0.903233 -4.090611 -3.706381 0.18 0.02 0.18
P -1.720873 -0.305669 -0.247927 0.22 -0.08 0.25
S -1.066011 -0.523763 1.649927 -0.12 -0.11 -0.05
C -1.152402 -1.145437 -3.623463 -0.05 -0.41 0.53
I -2.488748 -2.473661 -4.605107 -0.24 -0.36 -0.05
C -0.909689 -0.050816 -4.304497 0.16 0.70 -0.48
C -1.332879 0.435717 -5.655464 -0.18 -0.11 -0.10
I 0.275411 1.435328 -3.363226 0.19 0.23 0.12
H 4.327006 -5.962154 -1.833740 0.01 0.04 -0.02
H 3.764965 -4.701191 -2.930139 0.02 -0.09 -0.07
H 3.212719 -6.356355 -3.159959 0.05 0.00 0.03
H 4.923215 -6.135548 -4.828722 0.01 0.03 0.06
H 5.760675 -6.955644 -3.507265 -0.06 0.01 -0.01
H 4.904137 -3.822450 -4.747542 0.06 -0.08 0.05
H 6.609327 -3.624972 -5.167155 -0.06 0.06 0.04
H 5.522762 -2.982586 -2.386900 -0.01 -0.01 -0.08
H 7.085819 -2.510514 -3.063304 -0.07 -0.03 0.04
H 3.930579 -0.512973 -4.547307 -0.05 -0.06 0.03
H 3.678708 -2.242126 -4.299947 -0.01 0.04 0.06
H 4.003041 -1.660444 -1.717058 -0.05 -0.02 -0.07
H 3.581370 -0.021726 -2.244054 -0.01 -0.06 0.04
H 1.783995 -1.953951 -0.641257 0.01 0.02 -0.05
H 1.482323 -0.264815 -1.064563 0.08 -0.09 -0.02
H -2.100563 -3.827464 -1.782703 0.03 0.09 0.06
H -1.360355 -3.535133 -0.213591 0.00 -0.02 -0.05
H -0.597414 -5.676116 -1.064927 -0.06 0.07 -0.01
H 1.443219 -5.262158 -0.555743 -0.03 0.15 -0.10
H 0.549866 -6.040968 -3.071258 0.04 0.06 -0.01
H -0.882823 -5.122530 -3.526725 0.03 -0.10 0.07
H 1.726305 -3.890800 -3.147109 -0.05 0.08 0.01
H 0.441120 -3.194102 -3.823107 -0.07 -0.11 -0.12
H -3.127116 -0.401169 -0.300909 -0.10 0.03 -0.03
H -1.607836 1.044233 -0.635624 -0.11 0.11 -0.03
H -2.004315 1.293001 -5.553804 0.02 -0.04 -0.01
H -1.852129 -0.357364 -6.196206 0.06 0.15 0.00
H -0.473034 0.764586 -6.240352 0.02 -0.03 0.05
C -1.295868 3.726146 1.011262 0.01 -0.04 0.04
C -1.640487 2.892059 2.240319 -0.07 0.08 -0.01
C -3.108256 3.009696 2.644937 -0.06 0.01 0.03
C -3.584364 4.223324 3.414907 -0.01 0.09 -0.03
N -3.063162 4.415996 4.832889 0.02 -0.11 -0.07
C -1.713340 5.082383 4.863515 0.02 0.04 -0.08
C -1.984913 6.535672 4.510118 -0.07 0.01 0.04
C -3.387032 6.827135 5.087788 0.08 -0.07 0.00
C -3.945436 5.457540 5.494598 0.09 -0.01 -0.01
C -3.083157 3.131281 5.641465 -0.11 0.00 0.00
C -1.922021 2.133340 5.473385 0.07 0.03 0.07
C -2.261968 0.767127 4.876518 -0.07 0.06 0.07
H -1.535179 4.787780 1.144761 0.02 -0.01 0.02
H -0.233822 3.654282 0.778792 0.00 -0.01 -0.02
H -1.845626 3.371694 0.138895 -0.02 0.01 -0.01
H -0.958813 3.149091 3.051751 -0.04 -0.03 -0.03
H -1.467854 1.824529 2.070022 0.19 0.12 -0.28
H -3.446711 2.112703 3.164569 0.02 0.08 -0.05
H -3.699712 3.036134 1.723746 -0.02 -0.03 0.00
H -4.664724 4.149376 3.531912 -0.02 0.01 -0.02
H -3.373349 5.152075 2.885762 0.03 0.00 0.01
H -1.339434 4.964253 5.880960 0.01 0.05 0.01
H -1.039374 4.589340 4.175384 0.00 0.01 0.03
H -1.969821 6.669953 3.430038 0.01 0.03 0.00
H -1.211356 7.181795 4.917957 -0.02 0.00 0.05
H -4.023630 7.332058 4.365048 -0.01 -0.04 -0.03
H -3.330532 7.463621 5.967977 -0.01 0.03 -0.01
H -4.973292 5.279144 5.195835 -0.04 0.01 0.03
H -3.866664 5.304407 6.567748 0.04 0.01 0.01
H -4.050926 2.668448 5.442135 0.02 -0.02 -0.01
H -3.089468 3.480144 6.671697 -0.06 -0.02 0.03
H -1.535178 1.974879 6.481591 0.03 0.00 -0.01
H -1.099505 2.584408 4.920441 -0.02 -0.05 0.05
H -3.208400 0.393823 5.273843 -0.01 -0.02 0.01
H -1.488152 0.051665 5.149553 0.01 -0.01 -0.01
H -2.308406 0.759255 3.788739 0.06 -0.11 0.13
```
Positions in Å, forces in eV/Å.

[2]
The following is a DFT calculation (ωB97M-V/def2-TZVPD) of a structure of composition C44H36CdNO6P2S2 in a non-equilibrium geometry.

Summary:
**Maximum force**: 3.016 eV Å⁻¹
**Energy relative to the best compared isomer or geometry (same formula, charge and spin)**: 26.58 kcal per mole
**Net charge**: -1

Structure (XYZ):
```
92
Properties=species:S:1:pos:R:3:forces:R:3
Cd 12.929952 13.160278 12.742085 -0.60 0.11 -0.31
N 11.198838 11.611415 15.570552 -0.29 -0.26 0.02
P 12.423926 12.755300 16.039786 -0.43 0.07 0.52
C 11.716084 13.216779 17.683459 1.24 0.51 0.64
C 10.526646 12.830564 18.268449 -0.40 -1.66 -1.48
C 10.280681 13.012318 19.613440 -0.80 -0.23 -0.08
C 11.160724 13.746793 20.363425 -0.43 -0.28 -0.35
C 12.312506 14.244697 19.768708 0.40 0.38 1.01
C 12.646372 13.949385 18.473650 -1.74 -0.67 -1.18
C 13.712249 11.582708 16.596142 1.08 -1.39 1.53
C 13.770358 10.804722 17.800744 -0.74 0.59 -0.69
C 14.759072 9.824837 17.959395 0.04 1.90 -0.68
C 15.821228 9.717740 17.037474 -1.19 -0.37 0.49
C 15.772445 10.462697 15.875586 0.83 -0.89 0.45
C 14.772871 11.356534 15.711936 -2.05 2.04 -0.88
P 11.424941 11.059257 13.967782 1.05 -0.39 -0.78
C 12.289652 9.397627 14.209389 -1.13 0.52 1.15
C 12.939285 8.772438 13.167629 0.78 0.50 -0.05
C 13.610289 7.582224 13.374101 -1.29 -0.94 0.14
C 13.498466 6.905373 14.596606 0.10 1.95 -0.69
C 12.828183 7.518262 15.655099 0.24 -0.70 1.03
C 12.186077 8.735622 15.450890 1.01 -0.26 -0.93
C 9.798522 10.440636 13.465070 0.21 -0.36 0.48
C 9.060388 11.007211 12.441705 -0.87 -0.17 -0.98
C 7.855229 10.437220 11.982567 0.55 0.20 0.77
C 7.367764 9.301867 12.668879 -0.28 0.53 -0.80
C 8.045731 8.814812 13.761250 1.99 0.52 1.00
C 9.314557 9.328063 14.134375 -0.94 -0.55 0.04
H 10.282945 12.049888 15.642329 -0.03 0.00 -0.13
H 9.841686 12.193742 17.669886 0.34 0.58 0.54
H 9.387443 12.553580 20.054812 0.33 0.37 -0.14
H 10.871260 13.898394 21.381587 0.43 0.37 0.58
H 12.931190 14.845198 20.411433 0.50 0.20 -0.09
H 13.506516 14.253371 17.915909 0.80 0.49 0.45
H 13.035932 10.996318 18.624119 0.59 -0.37 -0.90
H 14.709318 9.328304 18.890387 0.42 -0.87 0.72
H 16.617765 9.030853 17.234977 0.33 -0.35 -0.02
H 16.476620 10.358688 15.068925 0.46 -0.08 0.04
H 14.764840 11.990034 14.827737 0.14 -0.23 -0.17
H 13.041368 9.253860 12.208408 -0.18 0.19 -0.23
H 14.001361 7.062305 12.509337 0.48 0.09 0.09
H 14.064407 6.026086 14.649252 0.41 -1.36 0.62
H 12.858094 7.057778 16.692419 -0.25 0.54 -1.46
H 11.651595 9.185195 16.250109 -0.26 0.49 0.59
H 9.437112 11.860951 11.911136 0.24 0.39 0.04
H 7.345200 10.991780 11.168339 0.19 -0.93 0.54
H 6.491951 8.742115 12.345378 -0.11 0.48 0.01
H 7.680454 8.078797 14.443830 -0.56 -0.78 -0.25
H 9.928743 8.822835 14.918729 -0.96 0.58 -0.71
O 11.348193 14.050710 8.794385 0.00 0.09 -0.45
S 11.487199 14.300772 10.201993 -0.77 -1.19 1.23
O 12.648400 15.056233 10.619249 0.39 -0.05 -0.01
O 11.319507 13.031407 11.000930 0.63 0.80 -0.06
C 10.076373 15.313864 10.705229 0.55 0.09 -0.32
C 9.430282 15.880696 9.600933 -0.70 0.75 1.21
C 8.489580 16.921318 9.818271 0.60 -0.55 -1.78
C 8.250347 17.394800 11.071403 -0.56 -0.21 0.11
C 8.798042 16.707508 12.130847 1.01 -0.04 1.89
C 9.770341 15.694183 12.039568 -1.60 0.79 -2.11
S 10.365304 15.059029 13.577304 1.23 -0.41 -0.86
O 11.833036 15.077130 13.405339 0.32 -0.19 0.19
O 9.884866 15.986216 14.544196 -0.25 0.65 1.09
O 9.897049 13.700787 13.725556 -0.52 -0.77 0.14
H 9.734560 15.512900 8.629992 -0.24 0.20 -0.03
H 7.956333 17.408917 8.992579 0.45 -0.35 0.06
H 7.574547 18.244619 11.185375 0.19 -0.32 0.31
H 8.594781 17.007245 13.156727 -0.19 0.11 -0.26
C 19.693290 11.215551 10.810754 0.22 1.31 -0.34
C 19.232435 12.547289 10.805856 -0.44 -1.14 0.58
C 17.877380 12.799143 11.082329 0.26 0.74 -0.95
C 17.012647 11.757935 11.350121 -0.10 -1.55 1.97
C 17.550447 10.458497 11.524022 -2.39 0.83 -0.65
C 18.814914 10.202277 11.145265 1.24 -1.89 0.39
C 15.595292 11.839844 11.802016 0.97 1.24 -0.81
C 15.067447 12.892772 12.413399 -0.37 0.78 0.97
C 15.858312 14.027098 13.001095 1.51 -0.39 -0.07
C 16.895268 13.835772 13.954588 -1.61 -0.01 0.89
C 17.364756 14.914903 14.715226 -0.25 -1.58 -0.17
C 16.980243 16.190527 14.364525 1.15 1.42 1.89
C 16.078374 16.435815 13.368340 0.72 -1.07 -0.91
C 15.606283 15.352130 12.668500 -2.39 -0.35 -1.34
H 20.727972 11.022630 10.537314 -0.16 -0.12 0.15
H 19.933130 13.361689 10.699418 -0.03 0.09 -0.34
H 17.475653 13.816658 10.993325 0.29 -0.45 0.19
H 16.839154 9.662330 11.839067 0.78 0.52 -0.25
H 19.073133 9.136077 11.225411 0.60 0.58 -0.28
H 15.024063 10.982666 11.510776 -0.55 -0.32 -0.09
H 17.072931 12.844353 14.361479 0.21 -0.10 -0.39
H 17.881665 14.627553 15.651984 0.12 0.74 -0.81
H 17.400764 17.017536 14.955873 -0.35 -0.23 -0.25
H 15.820949 17.395761 13.008231 -0.23 0.98 0.10
H 14.839458 15.502757 11.870581 0.62 0.07 0.66
```
Positions in Å, forces in eV/Å.

[3]
The following is a DFT calculation (ωB97M-V/def2-TZVPD) of a structure of composition C37H39Cl2N8O7S3Ta.

Summary:
**Maximum force**: 0.361 eV Å⁻¹
**Energy relative to the best compared isomer or geometry (same formula, charge and spin)**: 8.38 kcal per mole
**Net charge**: +2

Structure (XYZ):
```
97
Properties=species:S:1:pos:R:3:forces:R:3
Ta -0.069303 0.168005 -0.026627 -0.01 0.26 -0.26
S -1.870764 1.389303 1.171169 -0.08 0.02 0.05
C -0.905311 2.753899 1.663520 0.03 0.00 0.01
N -1.398720 3.814209 2.344552 0.02 0.00 0.00
N -2.618492 3.813238 2.645869 -0.01 -0.01 0.00
C -3.240408 4.859566 3.371592 -0.01 0.01 0.01
C -4.610346 4.754334 3.572641 0.00 -0.01 0.00
C -5.260185 5.752935 4.277365 0.00 0.00 0.00
C -4.539840 6.832627 4.768622 0.00 0.00 0.00
C -3.166991 6.918204 4.559300 0.00 0.00 0.00
C -2.500878 5.930365 3.858135 0.00 0.00 0.00
N 0.391566 2.847401 1.465996 -0.08 -0.04 -0.02
N 0.984654 1.860380 0.864310 0.13 0.05 0.08
C 2.392622 2.138227 0.682512 -0.03 0.04 0.06
C 2.791664 3.436303 0.369789 0.03 0.02 0.02
C 4.134835 3.734470 0.204867 -0.01 -0.03 0.00
C 5.092497 2.739394 0.352790 0.02 0.02 0.00
C 4.694847 1.451407 0.675159 0.00 -0.02 0.01
C 3.350650 1.145177 0.841755 -0.02 0.03 -0.02
H -3.208852 3.020388 2.373477 0.00 0.01 0.00
H -5.161996 3.905868 3.184244 0.00 0.00 0.00
H -6.326235 5.687040 4.442796 0.00 0.00 0.00
H -5.047979 7.611198 5.320684 0.00 0.00 0.00
H -2.612352 7.759782 4.950292 0.00 0.00 0.00
H -1.434006 5.979121 3.694869 0.00 0.00 0.00
H 2.055624 4.228242 0.317274 0.02 0.00 -0.01
H 4.435373 4.749384 -0.019956 -0.01 0.00 0.00
H 6.142218 2.975262 0.241109 0.00 0.00 0.00
H 5.436023 0.677939 0.828566 0.00 0.00 0.00
H 3.053924 0.147301 1.131715 0.03 -0.01 0.01
O -2.521007 2.037018 -5.349782 -0.03 0.03 0.01
C -1.869839 3.080329 -4.852699 0.13 -0.07 -0.07
O -1.673713 4.085308 -5.474366 -0.06 0.01 0.03
C -1.308948 2.952815 -3.469174 -0.05 0.05 0.03
C -0.651035 3.988679 -2.839601 0.01 -0.02 0.04
N -0.226668 3.524045 -1.648551 -0.01 0.03 0.05
N -0.574519 2.252713 -1.455961 0.07 -0.23 -0.02
C -1.239827 1.896846 -2.541739 -0.06 0.07 -0.04
C -1.771582 0.520185 -2.537055 0.04 -0.03 -0.02
O -2.434238 0.052359 -3.429344 -0.02 0.00 0.03
O -1.423490 -0.163871 -1.457345 -0.11 -0.05 -0.08
H -2.598223 1.295736 -4.714451 -0.02 -0.01 0.00
H -0.482064 5.000702 -3.169635 0.00 0.00 0.00
H 0.237925 4.031339 -0.910226 0.02 0.00 0.01
Cl -2.005697 -1.716002 0.919203 -0.03 -0.06 0.07
C -0.964964 -2.874525 1.725596 -0.02 0.03 -0.01
C -1.389332 -4.178563 1.851856 0.01 -0.02 0.01
C -0.532863 -5.085219 2.466850 0.00 0.01 -0.01
C 0.707960 -4.683032 2.928478 0.01 0.01 0.00
C 1.104230 -3.360209 2.790090 -0.01 -0.02 0.00
Cl 2.654960 -2.877136 3.363870 0.00 0.01 0.01
C 0.269332 -2.424847 2.180044 0.02 0.00 0.00
S 0.758772 -0.740331 2.034629 0.03 0.01 0.06
H -2.359791 -4.481974 1.485026 0.00 0.00 0.00
H -0.839958 -6.115452 2.581285 0.00 0.00 0.00
H 1.384217 -5.387392 3.391114 0.00 0.00 0.00
C 4.577199 1.834923 -4.533140 -0.02 0.01 0.01
C 3.873254 2.642745 -3.449418 -0.04 0.01 0.00
C 2.514482 2.099957 -2.994108 0.05 0.08 0.02
S 2.690644 0.482017 -2.228785 0.07 -0.14 -0.01
O 1.445938 0.328998 -1.305163 -0.06 0.13 -0.01
C 2.300130 -0.647919 -3.569827 -0.04 0.00 -0.01
C 0.915696 -0.532066 -4.185303 0.00 -0.03 0.01
C 0.755927 -1.545005 -5.315353 -0.01 -0.01 0.00
H 5.452047 2.375608 -4.889665 0.00 0.00 0.00
H 3.927083 1.660738 -5.393302 0.00 0.00 0.00
H 4.934592 0.871352 -4.162475 -0.02 -0.03 0.01
H 3.678894 3.652787 -3.815892 0.00 0.00 0.00
H 4.515669 2.752686 -2.573644 0.00 -0.02 0.00
H 1.777278 2.051532 -3.795288 0.00 0.00 0.00
H 2.128057 2.715983 -2.182905 0.00 -0.02 0.00
H 2.471814 -1.631644 -3.129949 -0.02 0.01 -0.01
H 3.098485 -0.479939 -4.294839 0.06 0.02 -0.03
H 0.732912 0.473510 -4.569815 0.01 -0.01 -0.01
H 0.169763 -0.730586 -3.416878 0.02 -0.01 0.01
H 1.468892 -1.360463 -6.119446 0.00 0.00 0.00
H -0.246742 -1.487367 -5.736169 0.00 0.00 0.00
H 0.911122 -2.563188 -4.952610 0.00 0.00 0.00
O 4.583971 -2.184148 -2.119514 0.04 0.01 0.01
C 4.553150 -3.582489 -2.373772 -0.03 -0.05 -0.02
N 4.426760 -4.377918 -1.184339 0.02 0.00 0.01
C 3.333337 -4.372615 -0.369872 0.02 0.12 0.04
O 3.338941 -4.806024 0.758266 -0.01 -0.06 -0.02
C 2.058058 -3.793080 -0.932069 -0.02 -0.04 -0.01
C 1.223774 -4.522138 -1.768394 0.00 0.02 0.00
C -0.002397 -3.979396 -2.112429 0.00 0.01 0.00
C -0.359486 -2.742932 -1.608025 -0.05 0.02 0.00
N 0.444702 -2.029572 -0.804409 0.09 -0.06 0.01
C 1.635520 -2.557095 -0.482935 0.00 0.00 -0.03
H 5.431666 -1.954242 -1.721651 0.01 -0.01 0.01
H 5.445534 -3.910669 -2.904859 0.00 0.01 0.00
H 3.691789 -3.738796 -3.021448 0.00 0.00 0.00
H 5.261572 -4.750347 -0.752531 0.00 -0.01 -0.01
H 1.520987 -5.499837 -2.127981 -0.01 0.00 0.00
H -0.694317 -4.508512 -2.752283 0.00 0.00 0.00
H -1.317796 -2.304895 -1.844480 0.02 -0.01 -0.01
H 2.268518 -1.975144 0.175012 -0.01 0.00 0.01
```
Positions in Å, forces in eV/Å.

Number 3 is which compound?
C37H39Cl2N8O7S3Ta